ORCA calculation (ωB97M-V/def2-TZVPD) on the molecule C21H26N2O3S.

Structure (XYZ):
```
53
Properties=species:S:1:pos:R:3:forces:R:3:lowdin_charge:R:1
C 1.962878 4.470312 -3.753558 0.03 -0.31 0.11 -0.0569
H 2.940397 4.102137 -4.053822 0.07 0.10 -0.01 0.0636
H 2.069708 5.061808 -2.847876 0.01 0.12 0.07 0.0802
H 1.564571 5.106598 -4.542207 -0.07 0.11 -0.08 0.0816
C 1.030968 3.285776 -3.509433 -0.02 0.36 0.45 -0.4836
N 0.916125 2.431286 -4.677320 0.49 -0.73 -0.27 -0.1146
S 2.126844 1.295753 -4.892375 -0.40 0.35 -0.14 0.6542
O 3.406324 1.798167 -4.469390 -0.18 -0.19 0.30 -0.2947
O 1.990608 0.829549 -6.241469 -0.23 -0.08 0.02 -0.2917
C 1.578103 0.044971 -3.747887 0.28 0.43 -0.24 -0.2885
C 2.305553 -0.229221 -2.607491 0.15 0.08 -0.04 -0.0413
C 1.845580 -1.191404 -1.724201 -0.01 -0.02 -0.04 -0.0081
C 0.661811 -1.873717 -1.982160 0.12 -0.06 0.02 -0.2163
C -0.057392 -1.576961 -3.137091 0.09 0.12 -0.10 -0.0224
C 0.398623 -0.617920 -4.023163 -0.17 -0.12 -0.06 -0.0520
H -0.133281 -0.378440 -4.929780 -0.16 -0.03 -0.09 0.1160
H -0.975864 -2.107340 -3.345571 -0.08 -0.06 -0.04 0.1167
C 0.142316 -2.900314 -1.015627 -0.09 0.10 0.18 -0.1385
H 0.975471 -3.366318 -0.488643 -0.07 -0.07 -0.06 0.1193
H -0.408423 -3.668517 -1.560963 0.03 0.00 0.02 0.1168
C -0.789519 -2.260291 0.023652 0.32 -0.20 -0.08 -0.0859
C 0.001380 -1.606782 1.150771 -0.31 0.00 -0.22 -0.4304
O 1.209738 -1.718012 1.242710 0.33 -0.17 -0.08 0.0545
N -0.710942 -0.886682 2.048753 0.05 0.30 0.35 -0.0522
C -2.147190 -0.809537 2.159580 -0.38 -0.30 0.00 -0.1427
H -2.631269 -1.074925 1.221672 0.05 0.07 0.04 0.1121
C -2.611222 -1.728208 3.290800 0.02 0.14 -0.17 -0.1100
C -1.867047 -1.406280 4.558469 0.01 -0.01 0.00 -0.1755
C -2.392605 -1.769846 5.792497 0.06 0.01 0.03 -0.0415
C -1.716309 -1.484920 6.962982 -0.08 -0.05 0.04 -0.0866
C -0.499067 -0.825374 6.909834 0.09 0.04 0.03 -0.0851
C 0.031274 -0.461458 5.687349 -0.06 -0.02 -0.02 -0.0370
C -0.641084 -0.749846 4.505430 -0.09 -0.03 0.05 -0.1474
C -0.030717 -0.322294 3.196276 0.41 0.15 -0.01 -0.0845
H 1.014299 -0.639520 3.143476 -0.18 0.12 0.03 0.1284
H -0.056198 0.774938 3.127664 0.04 -0.09 -0.01 0.1419
H 0.981208 0.050949 5.639402 0.13 0.06 0.01 0.1157
H 0.035420 -0.597829 7.819797 0.05 0.02 0.08 0.1016
H -2.137030 -1.773883 7.914352 -0.04 -0.02 0.08 0.1010
H -3.344246 -2.280999 5.828712 -0.11 -0.05 0.01 0.1117
H -3.686325 -1.622051 3.447336 -0.01 -0.03 0.00 0.1202
H -2.415274 -2.769354 3.014714 -0.07 0.01 -0.07 0.1250
H -2.410886 0.226506 2.402242 -0.03 -0.06 -0.09 0.1376
H -1.430911 -3.029205 0.461282 -0.12 0.06 0.01 0.1230
H -1.421007 -1.516116 -0.465311 -0.11 -0.05 0.07 0.1204
H 2.393412 -1.412322 -0.821300 0.05 -0.02 0.05 0.1104
H 3.225039 0.308141 -2.435430 0.12 0.03 0.08 0.1147
H 0.724482 2.930652 -5.532887 0.06 -0.06 -0.33 0.1155
C -0.363216 3.739907 -3.080836 0.31 -0.27 -0.01 -0.0571
H -0.804291 4.370324 -3.849319 -0.09 0.11 -0.09 0.0779
H -1.005913 2.877032 -2.928988 -0.10 -0.06 0.03 0.0745
H -0.304116 4.305837 -2.155181 -0.03 0.11 0.08 0.0776
H 1.459213 2.645239 -2.730474 -0.07 0.16 0.10 0.1324
```
Forces are in eV/Å.

## Properties
2S+1   1
SMILES string   CC(C)NS(=O)(=O)c1ccc(CCC(=O)N2CCc3ccccc3C2)cc1

ORCA calculation (ωB97M-V/def2-TZVPD) on the molecule C21H26N2O4S at a distorted geometry.

Structure (XYZ):
```
54
Properties=species:S:1:pos:R:3:forces:R:3:lowdin_charge:R:1
C -1.338361 -3.764513 -2.611971 1.53 -0.81 -2.82 -0.1003
C -0.292151 -3.052019 -1.788298 -1.50 -0.46 2.34 -0.1344
C 0.382846 -1.816364 -2.261448 -7.24 -7.35 -4.42 -0.0409
C 1.159453 -1.262699 -1.437320 3.37 3.96 1.57 -0.1598
C 1.322747 -1.856564 -0.270866 1.25 -0.20 7.69 -0.1486
C 0.592854 -2.890838 0.400401 -0.73 2.65 -9.88 -0.0373
C -0.307324 -3.614242 -0.321771 9.22 15.88 -7.88 0.0493
H -0.739703 -4.354382 -0.253562 -7.88 -13.03 2.25 -0.0341
H 0.781000 -3.099261 1.266479 2.29 -1.94 9.77 0.0133
S 2.491013 -0.879144 0.941898 -10.43 -0.36 2.47 0.5670
O 2.109490 -1.012219 2.327811 0.87 -1.81 -0.13 -0.2903
O 3.680075 -0.925340 0.355624 10.47 -2.19 -3.21 -0.2493
N 2.060630 0.585753 0.593347 -2.83 8.13 1.60 -0.2430
C 3.090373 1.826380 0.464802 0.89 -8.30 -7.01 -0.0520
C 2.631918 2.721345 -0.797499 2.50 -0.55 3.78 -0.0701
C 1.324455 2.241654 -1.282220 3.76 -1.68 -7.78 -0.4286
O 1.454304 1.830894 -2.539782 -1.57 1.12 3.90 -0.0599
N 0.216808 2.173071 -0.597107 0.23 2.39 -6.68 -0.0375
C 0.354693 2.522046 0.688554 -6.34 -3.86 6.57 -0.1842
H 0.766338 3.373864 1.122471 1.30 1.76 -0.51 0.0993
C 0.846564 1.206386 1.367312 2.40 0.61 3.74 -0.1307
H 0.082291 0.462156 1.647790 0.23 0.24 -1.04 0.0742
H 1.156581 1.590723 2.546209 -0.26 -1.24 -3.06 0.1763
H -0.845989 2.588927 1.249593 3.44 -0.02 -1.89 0.1940
C -0.947055 1.858437 -1.528212 1.78 -6.10 13.53 -0.0821
H -1.147319 0.780030 -0.795405 0.09 1.60 -2.69 0.2146
C -2.099265 2.503999 -1.258839 -4.94 9.46 -1.24 -0.2927
O -2.717860 2.983244 -0.042000 -2.28 -5.16 1.25 -0.1592
C -3.849509 1.836640 0.375200 4.75 1.27 1.20 0.0047
C -3.221908 0.495543 0.809938 -2.41 4.23 -2.85 -0.3261
C -3.442650 -0.508482 -0.058945 1.27 -7.40 1.11 -0.0210
C -3.013649 -1.863556 0.320000 2.22 9.68 6.36 0.0910
C -2.265834 -1.873873 1.666873 -2.55 -11.47 -6.71 -0.0963
C -2.107528 -0.894650 2.370816 -0.87 10.98 2.00 -0.1682
C -2.603590 0.382449 1.948767 2.60 3.08 4.47 -0.0360
H -2.381228 1.545646 2.570199 -0.69 -4.09 -1.61 0.2154
H -1.521979 -0.815894 3.156272 2.44 -0.44 4.15 0.0733
H -1.933913 -2.844152 2.270588 -0.63 1.40 -2.33 0.1649
H -3.171179 -2.686051 -0.120437 -1.28 -5.91 -3.66 0.0082
H -4.101828 -0.435789 -0.852741 -0.86 0.44 -1.79 0.0905
H -4.289020 2.256058 1.216652 -0.75 1.09 1.49 0.0864
H -4.543792 1.811646 -0.384597 -1.16 -0.27 -2.03 0.0843
H -1.823785 3.643024 -1.463183 -0.34 -1.51 -1.12 0.1760
H -2.890801 2.262599 -1.998036 0.37 -0.14 0.36 0.1465
H -0.797692 1.532717 -2.398763 2.07 -1.86 -6.86 0.0551
H 3.588954 2.769129 -1.425997 -2.37 -0.06 0.08 0.1505
H 2.539458 3.617192 -0.204106 -0.22 1.16 -0.63 0.0947
H 4.058472 1.006497 0.131120 -2.39 3.31 0.87 0.1822
H 3.381727 2.366974 1.239964 0.52 1.84 4.10 0.0459
H 1.505360 -0.296800 -1.714340 1.09 0.64 0.22 0.1040
H 0.086978 -1.506709 -3.290358 0.55 0.06 0.96 0.1418
H -0.842811 -4.054005 -3.643886 -0.54 -0.27 1.96 0.1065
H -2.005112 -3.038909 -3.110463 -0.71 -0.39 1.08 0.0691
H -1.756336 -4.715436 -2.107517 0.28 1.88 -1.04 0.1037
```
Forces are in eV/Å.

## Properties
2S+1   1
SMILES string   Cc1ccc(S(=O)(=O)N2CCC(=O)N(CCOCc3ccccc3)CC2)cc1

ORCA calculation (ωB97M-V/def2-TZVPD) on the molecule C21H26N2O5S at a distorted geometry.

Structure (XYZ):
```
55
Properties=species:S:1:pos:R:3:forces:R:3:lowdin_charge:R:1
C 0.385379 3.811844 -4.560144 -0.23 0.33 -0.35 -0.0693
H 0.193662 3.166220 -5.419122 0.01 0.06 0.06 0.0971
O 1.244299 3.194796 -3.626013 0.08 -0.28 0.29 -0.0642
C 0.941487 2.003879 -3.046824 0.09 -0.12 0.08 -0.1928
C 1.976401 1.466674 -2.282728 -0.22 0.05 -0.18 0.0031
C 1.829431 0.288635 -1.587753 -0.19 -0.16 -0.06 -0.0209
C 0.621820 -0.398788 -1.628628 0.24 0.33 -0.21 -0.1240
C -0.399429 0.096348 -2.434484 0.06 -0.01 0.04 0.0349
C -0.266828 1.285092 -3.138183 -0.09 0.12 -0.11 -0.1712
O -1.269169 1.795226 -3.927672 0.42 0.11 0.13 -0.1145
C -2.458834 1.062712 -4.078025 -0.17 -0.09 -0.02 -0.0762
H -2.276056 0.078431 -4.521009 -0.01 0.02 0.04 0.0997
H -3.074560 1.651379 -4.756802 -0.01 -0.09 0.06 0.0971
H -2.985740 0.945077 -3.125129 0.02 -0.02 -0.02 0.0959
H -1.301840 -0.477912 -2.549891 -0.15 -0.01 0.01 0.0962
C 0.559686 -1.695109 -0.907983 0.00 -0.19 -0.03 -0.4036
O 1.569061 -2.371085 -0.770312 0.25 0.01 0.00 0.0523
N -0.639836 -2.145278 -0.442912 -0.03 -0.14 0.13 -0.0311
C -1.819947 -1.342323 -0.199543 -0.31 0.21 -0.05 -0.1292
H -2.546393 -1.465802 -1.015243 0.00 0.12 0.07 0.1216
C -2.495527 -1.784793 1.118143 -0.27 0.29 -0.32 -0.1632
N -1.545211 -2.247440 2.087122 0.45 0.73 0.72 -0.2288
S -0.926967 -1.121626 3.150417 -0.41 -0.42 0.07 0.6955
O -2.072102 -0.418845 3.655135 0.04 0.20 -0.27 -0.2878
O -0.113207 -1.851120 4.077922 0.15 0.01 -0.24 -0.2812
C 0.055046 0.089734 2.243316 -0.42 -0.36 0.38 -0.2087
C -0.650321 1.222284 1.866889 -0.18 0.27 -0.07 -0.0711
C -0.010084 2.281332 1.258454 0.04 -0.15 0.00 -0.0239
C 1.365482 2.233467 1.049266 -0.05 -0.05 0.09 -0.2650
C 2.050562 1.089516 1.424242 -0.21 0.03 0.14 -0.0140
C 1.420415 -0.008292 2.009830 0.19 -0.04 0.01 -0.2260
C 2.225347 -1.222635 2.337447 0.16 -0.18 0.07 -0.0262
H 3.250327 -0.944774 2.572983 0.07 0.01 0.01 0.0883
H 1.795146 -1.757418 3.178532 0.19 -0.04 -0.03 0.0590
H 2.253215 -1.882184 1.467791 0.02 -0.06 -0.02 0.0757
H 3.119258 1.043502 1.271277 0.14 -0.03 -0.03 0.1243
C 2.075503 3.409463 0.456380 -0.04 0.00 0.01 -0.0381
H 1.669935 3.640255 -0.526993 0.01 0.06 -0.09 0.0733
H 1.938108 4.285740 1.088673 0.04 0.08 0.01 0.0871
H 3.139548 3.214666 0.358455 0.11 0.03 -0.04 0.0801
H -0.567940 3.159830 0.970562 -0.08 0.11 -0.01 0.1181
H -1.702931 1.266064 2.097778 -0.11 0.12 -0.01 0.1091
C -0.739707 -3.377381 1.676631 0.32 -0.39 0.01 -0.1436
C -0.685711 -3.467943 0.146807 0.12 -0.15 0.02 -0.1090
H -1.572856 -3.981427 -0.236667 0.04 -0.02 0.02 0.1277
H 0.208032 -4.006631 -0.169991 -0.21 -0.01 0.07 0.1264
H 0.254398 -3.247742 2.102358 0.04 -0.19 -0.13 0.1065
H -1.169841 -4.298541 2.089474 0.12 0.05 -0.04 0.1286
H -3.032645 -0.953302 1.573610 -0.18 -0.07 -0.22 0.1160
H -3.210581 -2.591532 0.924090 0.02 0.10 0.06 0.1288
H -1.525580 -0.291907 -0.141560 -0.12 -0.15 -0.04 0.1074
H 2.645994 -0.125215 -1.020153 0.08 -0.05 0.04 0.1192
H 2.906283 2.011689 -2.262247 0.12 0.10 0.00 0.1261
H -0.564327 4.102934 -4.107579 0.10 -0.02 -0.06 0.0938
H 0.920682 4.702780 -4.888252 -0.05 -0.06 0.00 0.0945
```
Forces are in eV/Å.

## Properties
2S+1   1
SMILES string   COc1ccc(C(=O)N2CCN(S(=O)(=O)c3ccc(C)cc3C)CC2)cc1OC

ORCA calculation (ωB97M-V/def2-TZVPD) on the molecule C21H26N2O7 at a distorted geometry.

Structure (XYZ):
```
56
Properties=species:S:1:pos:R:3:forces:R:3:lowdin_charge:R:1
C 3.548354 0.458309 -2.696724 0.01 0.07 -0.01 -0.0978
H 3.911101 -0.043254 -1.791021 -0.03 0.01 0.02 0.0964
O 3.726719 -0.356549 -3.832169 0.08 0.09 -0.12 -0.1786
C 3.142994 -1.628915 -3.731425 -0.42 -0.07 0.04 -0.1906
C 1.606869 -1.617601 -3.752935 0.49 -0.37 -0.43 -0.1218
H 1.246785 -2.601892 -4.067920 0.02 0.18 -0.02 0.1275
H 1.247388 -0.843999 -4.434074 0.03 -0.06 0.05 0.1402
O 1.051173 -1.307343 -2.482449 -0.10 0.13 0.38 -0.0236
C 0.867170 -2.337859 -1.630872 0.08 -0.54 -0.19 -0.4170
O 1.131652 -3.482090 -1.934676 0.08 0.15 -0.12 0.0920
C 0.317293 -1.872314 -0.357567 -0.08 0.29 0.57 -0.0296
C -0.121723 -2.706864 0.612104 0.28 0.01 -0.54 -0.2161
N -0.607997 -2.187342 1.789736 -0.18 -0.23 0.22 0.1133
C -0.474619 -0.871588 2.161381 0.21 0.55 -0.14 -0.2035
C -0.040962 0.028553 1.250953 0.14 -0.45 -0.17 -0.0272
C 0.237993 1.443599 1.500457 0.08 0.13 -0.03 -0.4235
O 0.692142 2.183402 0.651846 -0.03 -0.07 0.11 0.1078
O -0.051591 1.856092 2.744904 -0.09 -0.07 0.13 -0.0101
C 0.197321 3.237580 3.047247 0.15 0.65 0.06 -0.3996
C -0.744778 3.621785 4.179155 0.14 -0.26 -0.37 -0.0354
H -0.528753 3.024592 5.061484 0.01 -0.04 0.15 0.0823
H -0.617741 4.672501 4.422135 0.01 0.11 0.05 0.0827
H -1.777127 3.450040 3.885702 -0.11 0.02 0.00 0.0819
C 1.662145 3.429526 3.426721 -0.31 -0.19 -0.26 -0.0300
H 2.299537 3.141214 2.594582 0.08 0.01 -0.03 0.0789
H 1.908382 2.817243 4.291572 0.03 -0.04 0.12 0.0846
H 1.847771 4.472791 3.664874 0.04 0.12 0.04 0.0839
H -0.022899 3.824087 2.145750 0.02 -0.14 0.21 0.1450
C 0.175303 -0.373183 -0.197902 -0.09 0.06 0.12 -0.1538
C -0.995591 0.131446 -1.015379 -0.09 0.25 -0.25 -0.1503
C -2.234756 -0.474442 -0.884696 -0.23 0.02 -0.09 0.0754
C -3.315533 -0.003797 -1.617763 1.23 0.63 -0.14 -0.1422
C -3.183649 1.071284 -2.489102 -0.28 -0.20 0.09 0.0026
C -1.947861 1.677832 -2.609403 0.05 -0.04 0.04 -0.0464
C -0.864935 1.213689 -1.878424 -0.10 -0.05 0.03 -0.0042
H 0.092048 1.703951 -1.963291 0.14 0.03 0.00 0.1147
H -1.826474 2.518301 -3.275389 0.00 0.07 -0.06 0.1084
H -4.042820 1.411734 -3.045982 -0.01 0.01 -0.02 0.1170
N -4.594342 -0.641980 -1.461243 -0.59 -0.30 0.09 -0.3631
O -4.681555 -1.542087 -0.649358 -0.09 -0.19 0.13 0.0735
O -5.515599 -0.244775 -2.143488 -0.21 0.05 -0.12 0.0794
H -2.379803 -1.313376 -0.221721 0.00 -0.05 0.04 0.1268
H 1.077900 0.129051 -0.559293 -0.16 -0.09 0.05 0.1368
C -0.810201 -0.582294 3.587478 -0.10 -0.02 0.14 0.0037
H -1.140920 -1.484184 4.098900 -0.02 -0.07 0.03 0.0816
H 0.055957 -0.177978 4.106132 -0.02 -0.03 0.05 0.0944
H -1.596107 0.166614 3.645613 -0.02 -0.02 0.07 0.0939
H -0.930010 -2.845889 2.483887 0.08 0.14 -0.10 0.1473
C -0.146210 -4.197354 0.559223 0.03 -0.08 -0.17 0.0064
H 0.228017 -4.549372 -0.395225 -0.05 -0.04 0.10 0.0699
H -1.166813 -4.552776 0.700428 -0.10 -0.03 0.06 0.0949
H 0.473536 -4.610505 1.354702 0.03 -0.03 0.09 0.0949
H 3.502920 -2.179569 -4.603058 -0.07 -0.06 0.09 0.1312
H 3.479479 -2.142620 -2.818352 -0.01 -0.01 -0.10 0.1310
H 4.134999 1.357981 -2.872018 -0.03 0.02 0.09 0.0916
H 2.498416 0.730595 -2.554046 0.04 0.04 0.05 0.0724
```
Forces are in eV/Å.

## Properties
2S+1   1
SMILES string   COCCOC(=O)C1=C(C)NC(C)=C(C(=O)OC(C)C)[C@@H]1c1cccc([N+](=O)[O-])c1

It is found that the calculated total energy values, taken in the order of the records, are -1549.26970; -1623.79351; -1699.69970; -1451.94950 a.u..
It is found that the HOMO values, taken in the order of the records, are -9.28; -8.45; -8.36; -8.40 eV.
It is found that the Kohn-Sham gap values, taken in the order of the records, are 9.738; 8.801; 8.770; 8.104 eV.